# 1
DFT (ωB97M-V/def2-TZVPD) results for an isolated molecule of C20H24N2O2.

Positions of all 48 atoms, in Å:
C (5.804776, 2.471600, -2.038583)
C (5.726267, 0.983529, -1.713129)
C (5.417576, 0.112056, -2.931588)
C (4.000591, 0.289882, -3.496246)
C (2.969787, -0.210353, -2.500318)
O (2.651216, -1.374943, -2.424322)
N (2.471661, 0.779616, -1.699429)
C (1.556920, 0.689603, -0.650215)
C (0.982607, -0.512961, -0.245184)
C (0.075679, -0.531012, 0.796517)
C (-0.277231, 0.641809, 1.457875)
C (-1.251004, 0.701472, 2.585342)
O (-1.241883, 1.601823, 3.404561)
N (-2.140511, -0.321385, 2.633366)
C (-3.249267, -0.334899, 3.554310)
C (-4.571380, 0.023256, 2.851790)
C (-4.858171, -0.961226, 1.754878)
C (-5.530921, -2.146555, 2.025274)
C (-5.740024, -3.082466, 1.028166)
C (-5.271335, -2.848978, -0.253794)
C (-4.598308, -1.672302, -0.534202)
C (-4.394262, -0.735191, 0.463761)
C (0.320164, 1.837256, 1.063755)
C (1.220447, 1.865512, 0.021822)
H (6.562197, 2.652909, -2.798166)
H (4.857414, 2.857121, -2.409527)
H (6.071337, 3.037583, -1.149072)
H (6.691176, 0.669066, -1.309472)
H (4.980321, 0.810007, -0.934648)
H (5.540668, -0.937396, -2.656736)
H (6.137258, 0.337905, -3.721680)
H (3.820326, 1.330777, -3.765651)
H (3.910189, -0.322423, -4.394648)
H (2.822791, 1.713744, -1.860650)
H (1.253442, -1.425618, -0.748570)
H (-0.332338, -1.482782, 1.104298)
H (-2.205800, -0.954724, 1.851986)
H (-3.025341, 0.399931, 4.330391)
H (-3.326938, -1.329873, 4.004522)
H (-5.371812, 0.012983, 3.592608)
H (-4.486486, 1.031405, 2.442767)
H (-5.897202, -2.333601, 3.024884)
H (-6.269427, -3.997167, 1.251628)
H (-5.432385, -3.580162, -1.031914)
H (-4.230722, -1.482748, -1.532155)
H (-3.874916, 0.186108, 0.236892)
H (0.060060, 2.740259, 1.594970)
H (1.672793, 2.801550, -0.276466)

Cartesian forces, eV/Å:
C 0.0 -0.2 0.2
C 0.1 0.0 -0.2
C -0.1 0.1 0.2
C 0.2 -0.3 0.0
C 0.2 0.3 -0.4
O 0.0 -0.3 0.1
N 0.0 0.5 0.0
C -0.3 -0.2 0.3
C 0.1 -0.2 -0.2
C -0.1 0.3 0.1
C 0.2 0.1 -0.2
C 0.0 -0.2 0.0
O 0.0 0.3 0.1
N -0.1 -0.3 -0.1
C -0.2 0.2 0.2
C 0.2 -0.1 0.1
C -0.1 0.1 0.0
C 0.0 0.0 0.0
C 0.0 -0.1 0.0
C 0.0 -0.1 -0.1
C 0.0 0.0 -0.1
C 0.0 0.0 0.0
C -0.1 -0.1 0.1
C 0.0 -0.1 0.0
H 0.1 0.1 -0.1
H -0.1 0.1 -0.1
H 0.0 0.1 0.0
H 0.0 0.0 0.1
H 0.1 0.0 0.1
H 0.0 0.0 -0.1
H 0.0 -0.1 0.0
H 0.0 0.0 0.0
H -0.1 0.1 0.0
H 0.0 -0.2 -0.1
H 0.0 0.0 0.0
H 0.0 -0.1 0.0
H 0.1 0.1 0.0
H 0.0 -0.2 0.0
H 0.0 0.1 0.0
H 0.0 0.0 0.0
H 0.0 0.0 0.0
H 0.0 0.0 0.1
H 0.0 -0.1 0.0
H 0.0 -0.1 -0.1
H 0.0 0.0 -0.1
H 0.0 0.1 0.0
H 0.0 0.1 0.0
H 0.0 0.1 0.0

## Properties
energy = -28206.4275 eV
energy relative to the best compared isomer or geometry (same formula, charge and spin) = 6.6 kcal per mole
LUMO energy = 0.68 eV
net charge = 0
max |F| = 0.563 eV/Å
multiplicity = 1
HOMO energy = -8.7 eV
structure (SMILES) = CCCCC(=O)Nc1ccc(C(=O)NCCc2ccccc2)cc1

***

# 2
DFT (ωB97M-V/def2-TZVPD) results for an isolated molecule of C20H24N2O2S.

Positions of all 49 atoms, in Å:
C (-1.012513, -3.433592, -0.722317)
O (-2.182460, -4.022359, -0.200746)
C (-2.686365, -3.394457, 0.945039)
C (-3.154356, -1.953676, 0.721885)
S (-1.891927, -0.758232, 1.306358)
C (-2.765408, 0.734405, 0.842255)
C (-3.631769, 1.342947, 1.733915)
C (-4.324133, 2.477006, 1.345979)
C (-4.149067, 2.997010, 0.073721)
C (-3.275221, 2.392026, -0.813635)
C (-2.568787, 1.260553, -0.429376)
C (-1.668615, 0.526734, -1.381173)
O (-2.087511, -0.403736, -2.048499)
N (-0.400215, 0.975116, -1.455506)
C (0.188055, 1.956442, -0.578408)
C (1.181515, 1.281898, 0.378486)
N (2.177348, 0.590029, -0.407698)
C (3.448463, 0.363619, 0.116496)
C (4.487999, -0.004731, -0.743328)
C (5.771260, -0.182506, -0.269050)
C (6.059629, 0.011529, 1.072057)
C (5.041470, 0.382159, 1.931432)
C (3.750413, 0.552870, 1.466115)
C (1.571096, -0.420735, -1.251355)
C (0.588427, 0.242883, -2.217287)
H (-1.220561, -2.465106, -1.187009)
H (-0.639744, -4.118451, -1.481543)
H (-0.255605, -3.308353, 0.062395)
H (-3.538035, -4.010007, 1.246653)
H (-1.936633, -3.412114, 1.754252)
H (-4.062951, -1.746482, 1.286839)
H (-3.326029, -1.764728, -0.338306)
H (-3.758352, 0.925233, 2.721205)
H (-5.003768, 2.952459, 2.037030)
H (-4.695478, 3.877517, -0.229082)
H (-3.136683, 2.791552, -1.807359)
H (-0.588900, 2.468620, -0.010557)
H (0.725594, 2.687586, -1.193019)
H (1.663851, 2.055058, 0.977148)
H (0.626822, 0.598431, 1.042445)
H (4.291082, -0.134612, -1.797033)
H (6.556622, -0.465585, -0.954950)
H (7.064965, -0.124347, 1.440436)
H (5.248146, 0.531196, 2.981530)
H (2.974049, 0.816732, 2.167408)
H (2.337658, -0.955971, -1.808410)
H (1.017712, -1.148419, -0.635416)
H (0.069660, -0.505164, -2.818536)
H (1.119235, 0.941769, -2.871469)

Cartesian forces, eV/Å:
C 0.0 0.0 -0.1
O 0.0 -0.2 -0.1
C -0.1 0.1 0.2
C 0.2 0.1 0.1
S -0.3 0.0 0.0
C 0.4 -0.5 0.1
C -0.1 0.1 0.0
C -0.1 0.0 0.1
C 0.0 0.0 0.0
C 0.1 -0.1 0.0
C -0.4 0.0 0.0
C -0.1 0.2 0.0
O -0.2 -0.1 -0.1
N 0.2 0.1 -0.2
C 0.1 0.1 0.5
C -0.1 0.3 -0.1
N -0.2 0.2 -0.1
C 0.3 0.0 0.1
C 0.0 -0.1 0.0
C 0.0 -0.1 0.0
C 0.1 0.0 0.1
C 0.2 0.0 0.0
C -0.2 0.0 -0.1
C -0.1 0.0 -0.3
C 0.1 -0.5 -0.1
H 0.0 0.0 0.0
H 0.1 0.0 0.0
H 0.0 0.0 0.0
H 0.1 0.1 0.1
H -0.1 -0.1 0.0
H 0.0 -0.1 -0.1
H -0.1 -0.1 0.0
H 0.0 0.0 0.1
H -0.1 0.1 0.1
H 0.0 0.1 0.0
H 0.0 0.1 -0.1
H 0.1 0.0 -0.1
H 0.0 0.0 0.1
H 0.0 0.0 0.0
H 0.1 0.1 0.0
H 0.0 0.0 -0.1
H 0.1 0.0 -0.1
H 0.1 0.0 0.0
H 0.0 0.0 0.1
H -0.1 0.0 0.0
H 0.0 0.0 0.0
H 0.0 0.0 -0.1
H 0.1 0.1 0.0
H 0.0 -0.1 0.0

## Properties
energy = -39039.8737 eV
energy relative to the best compared isomer or geometry (same formula, charge and spin) = 47.1 kcal per mole
LUMO energy = 0.65 eV
net charge = 0
max |F| = 0.663 eV/Å
multiplicity = 1
HOMO energy = -7.9 eV
structure (SMILES) = COCCSc1ccccc1C(=O)N1CCN(c2ccccc2)CC1

***

# 3
DFT (ωB97M-V/def2-TZVPD) results for a structure of composition C20H24N2O3P2Yb.

Positions of all 52 atoms, in Å:
C (-1.461232, 3.509940, -1.774752)
C (-1.288886, 2.163555, -1.492964)
C (0.003819, 1.555349, -1.638045)
C (1.093460, 2.363116, -2.144498)
C (0.860785, 3.738600, -2.415803)
C (-0.386338, 4.301657, -2.197765)
C (2.336374, 1.735845, -2.331955)
C (2.499359, 0.355514, -2.132298)
C (1.364355, -0.378245, -1.621052)
C (1.490857, -1.798008, -1.415641)
C (2.716024, -2.418705, -1.627048)
C (3.838009, -1.689352, -2.054136)
C (3.727880, -0.336209, -2.336341)
H (-2.435492, 3.964309, -1.587360)
H (1.692331, 4.319838, -2.808726)
H (-0.549748, 5.358232, -2.380004)
H (3.205085, 2.332869, -2.614706)
H (2.825814, -3.480220, -1.392876)
H (4.793220, -2.194249, -2.190137)
H (4.566719, 0.250550, -2.713144)
N (0.239777, 0.282312, -1.201756)
Yb (0.118191, 0.295691, 2.179328)
C (-2.436794, 1.338955, -0.951325)
H (-2.470486, 0.342540, -1.412305)
H (-3.407296, 1.836143, -1.065749)
C (0.314610, -2.570122, -0.857868)
H (-0.622156, -2.253660, -1.342407)
H (0.458979, -3.657709, -0.956138)
P (-2.142698, 1.065291, 0.828059)
P (0.112793, -2.159983, 0.928728)
C (1.403899, -3.228325, 1.653043)
H (1.280639, -3.218310, 2.745849)
H (1.275445, -4.248105, 1.265268)
H (2.396685, -2.841550, 1.383797)
C (-1.395628, -3.111599, 1.293561)
H (-1.229570, -4.166360, 1.038243)
H (-1.625187, -3.008056, 2.366091)
H (-2.228615, -2.707828, 0.700172)
C (-2.383889, 2.759273, 1.505110)
H (-3.333961, 3.162599, 1.134671)
H (-2.410275, 2.706715, 2.602963)
H (-1.557354, 3.412918, 1.193530)
C (-3.691701, 0.258529, 1.341007)
H (-3.662422, 0.125188, 2.431064)
H (-4.540694, 0.889521, 1.057583)
H (-3.761394, -0.722084, 0.851818)
C (2.511486, -0.230897, 2.661113)
O (3.628355, -0.403351, 2.885450)
H (1.567759, 0.803628, 0.692291)
O (-1.390622, -2.351407, 5.220240)
N (-0.850330, -1.284685, 4.955585)
O (-1.059931, -0.769634, 3.742261)

Cartesian forces, eV/Å:
C -0.1 -1.2 0.7
C -0.3 0.3 0.1
C 1.3 -0.5 0.5
C -0.3 -0.7 0.0
C -0.6 0.4 0.1
C 1.3 0.1 -0.5
C 0.0 -0.1 0.2
C -0.7 -0.1 0.2
C -0.2 1.2 0.5
C 0.4 -0.3 0.2
C -1.1 0.3 0.5
C 0.5 1.3 -0.6
C 0.2 -0.6 0.1
H 0.2 -0.1 -0.3
H -0.2 0.1 0.1
H 0.1 -0.1 0.0
H -0.2 -0.1 -0.1
H -0.1 0.3 -0.2
H -0.2 0.1 0.0
H -0.1 -0.3 0.1
N -0.6 -0.5 -2.0
Yb 0.1 -0.7 -0.4
C 0.8 -0.2 -0.2
H 0.0 0.3 0.0
H 0.2 -0.1 0.0
C 0.2 0.9 -0.2
H 0.3 -0.2 0.0
H -0.1 0.4 0.1
P -1.1 0.7 0.1
P -0.1 -1.1 -0.3
C 0.0 0.2 0.2
H 0.2 -0.2 -0.3
H 0.1 0.2 0.2
H -0.2 -0.2 0.1
C -0.2 0.1 0.4
H -0.1 0.2 0.0
H -0.1 -0.1 -0.4
H 0.2 -0.2 0.2
C 0.1 -0.1 0.0
H 0.2 0.0 0.2
H -0.1 0.1 -0.2
H -0.3 -0.1 0.1
C 0.2 -0.2 0.3
H -0.2 -0.1 -0.3
H 0.1 -0.2 0.0
H -0.1 0.2 0.2
C 3.3 -0.6 1.2
O -3.4 0.6 -1.0
H -0.2 0.1 1.4
O 1.0 2.8 -1.7
N -0.5 -2.1 1.8
O 0.5 0.1 -1.1

## Properties
energy = -80351.1689 eV
energy relative to the best compared isomer or geometry (same formula, charge and spin) = 14.8 kcal per mole
LUMO energy (alpha / beta) = -3.90 / -4.04 eV
<S²> = 0.751
net charge = +1
max |F| = 3.557 eV/Å
multiplicity = 2
HOMO energy (alpha / beta) = -10.7 / -10.7 eV

***

# 4
DFT (ωB97M-V/def2-TZVPD) results for an isolated molecule of C20H24N2O3S.

Positions of all 50 atoms, in Å:
C (-4.931449, -1.408394, -1.593011)
C (-6.244748, -0.634381, -1.579909)
C (-6.074700, 0.874710, -1.396978)
C (-5.535743, 1.291342, -0.027388)
N (-4.113521, 1.081904, 0.102220)
C (-3.561266, 0.370089, 1.109033)
O (-4.214602, -0.137235, 2.001677)
C (-2.074245, 0.230993, 1.030287)
C (-1.507041, -0.936370, 1.580239)
C (-0.160430, -1.152070, 1.533767)
C (0.692483, -0.200532, 0.944065)
C (2.089571, -0.345313, 0.808590)
S (2.857167, -1.921077, 1.198782)
C (2.117018, -2.930094, -0.147695)
C (2.025700, -2.098337, -1.395005)
O (1.011954, -1.622487, -1.828643)
O (3.215980, -1.921715, -1.977581)
C (2.867942, 0.682563, 0.328483)
C (2.195584, 1.855282, -0.105790)
N (0.897469, 1.989217, -0.065749)
C (0.135184, 1.011258, 0.451319)
C (-1.259582, 1.197903, 0.495630)
C (2.960593, 3.019699, -0.664438)
C (4.341802, 2.619873, -1.166297)
C (5.067458, 1.856582, -0.065787)
C (4.357493, 0.535392, 0.207167)
H (-5.113293, -2.443892, -1.872218)
H (-4.465089, -1.403121, -0.612662)
H (-4.236128, -0.979713, -2.312280)
H (-6.880727, -1.020394, -0.780988)
H (-6.764234, -0.803348, -2.526833)
H (-7.049871, 1.348454, -1.528447)
H (-5.412069, 1.263921, -2.175001)
H (-5.754186, 2.354514, 0.136857)
H (-6.010043, 0.713484, 0.769336)
H (-3.526268, 1.421319, -0.642330)
H (-2.171782, -1.650014, 2.043149)
H (0.268072, -2.038646, 1.978133)
H (1.125693, -3.271259, 0.145820)
H (2.803051, -3.763723, -0.282965)
H (3.125758, -1.369655, -2.770587)
H (-1.639272, 2.138198, 0.125568)
H (2.362111, 3.477781, -1.453169)
H (3.063980, 3.762396, 0.132776)
H (4.903691, 3.511624, -1.448865)
H (4.247902, 1.987056, -2.051954)
H (6.102013, 1.658538, -0.351035)
H (5.080215, 2.463216, 0.842261)
H (4.746265, 0.082025, 1.121703)
H (4.565809, -0.168523, -0.606019)

Cartesian forces, eV/Å:
C -0.2 -0.1 0.0
C 0.2 0.2 -0.1
C -0.1 -0.2 0.3
C -0.3 0.2 -0.1
N 0.1 0.2 -0.2
C 0.1 0.3 -0.2
O 0.0 -0.2 0.2
C 0.3 0.2 0.0
C 0.1 -0.1 0.0
C -0.3 -0.1 0.1
C -0.2 0.6 -0.1
C 0.3 -0.3 0.2
S -0.1 0.1 -0.1
C 0.1 0.2 0.4
C -0.5 0.0 -0.3
O -0.1 -0.1 0.0
O 0.7 -0.1 -0.1
C -0.2 -0.4 0.1
C -0.1 0.1 0.0
N 0.0 0.5 -0.2
C 0.2 -0.7 0.3
C -0.3 -0.3 0.1
C 0.2 0.1 -0.2
C 0.0 0.2 0.3
C 0.0 -0.1 -0.2
C 0.3 0.1 0.0
H 0.1 -0.1 0.0
H 0.1 -0.1 0.1
H 0.1 0.0 -0.1
H -0.1 0.0 0.0
H -0.1 0.0 0.0
H 0.0 0.1 0.0
H 0.0 0.1 -0.1
H 0.0 -0.1 0.1
H 0.0 0.1 -0.1
H 0.1 -0.1 0.1
H 0.0 0.0 0.1
H 0.0 -0.1 0.0
H 0.1 0.0 -0.2
H -0.1 0.0 0.0
H -0.3 -0.1 0.2
H -0.1 0.1 0.0
H 0.0 0.0 0.1
H 0.0 0.1 0.0
H 0.0 0.0 -0.1
H 0.0 0.0 -0.1
H 0.0 0.0 0.1
H 0.1 0.1 0.0
H 0.0 0.0 -0.1
H 0.0 0.0 0.1

## Properties
energy = -41089.4973 eV
energy relative to the best compared isomer or geometry (same formula, charge and spin) = 2.9 kcal per mole
LUMO energy = -0.11 eV
net charge = 0
max |F| = 0.787 eV/Å
multiplicity = 1
HOMO energy = -8.7 eV
structure (SMILES) = CCCCNC(=O)c1ccc2c(SCC(=O)O)c3c(nc2c1)CCCC3

***

The highest energy belongs to which entry? C20H24N2O2

***

What is the multiplicity in the third record? 2